Record 1
DFT (ωB97M-V/def2-TZVPD) results for a 2-piece molecular cluster, C5H6N2Se overall.

total energy = -2704.85887 Eh
orbital gap (spin up / spin down) = 4.77 / 4.86 eV
relative energy (zero: lowest compared OMol25 entry of this formula, charge and spin) = 422.8 kJ/mol
HOMO (spin up / spin down) = -7.2 / -7.3 eV
charge = 0
LUMO energy (spin up / spin down) = -2.448 / -2.419 eV

Element x y z (Å)
H -2.897 -1.980 -0.174
H -3.277 -3.778 -0.543
C 0.913 -0.132 0.537
C 0.657 1.895 -0.319
H 0.097 2.569 -0.970
N 0.312 0.602 -0.321
H 1.939 3.349 0.626
Se -0.839 -2.711 -1.208
C 2.346 1.387 1.236
C -2.791 -2.797 -0.779
N 1.916 0.125 1.296
H 3.241 1.500 1.824
H -3.335 -2.404 -1.699
C 1.718 2.377 0.492

Here are the Löwdin charges for atoms 1 to 4, given in e: number 1, H, carries -0.064; number 2, H, carries 0.028; number 3, C, carries -0.148; number 4, C, carries -0.085

=====

Record 2
DFT (ωB97M-V/def2-TZVPD) results for C12H32N2O5P2Si2 as an isolated structure.

total energy = -2224.01952 Eh
orbital gap = 8.81 eV
HOMO = -8.6 eV
charge = 0
LUMO energy = 0.188 eV

Element x y z (Å)
P -1.659 -0.516 -2.723
C -1.141 -2.414 1.958
H 0.315 2.673 2.927
H -3.716 2.780 1.788
H 0.790 -4.211 -3.177
C 2.272 3.008 2.357
C 1.892 2.560 0.951
H 1.721 -1.456 1.615
C 2.526 -1.814 0.965
C 2.353 -1.289 -0.454
H -1.219 2.973 -1.483
H -1.706 -3.328 2.151
O 0.669 1.266 -1.472
C -2.815 2.672 1.182
H 1.346 -5.899 -3.075
C -2.028 -1.383 1.264
H 1.377 4.460 0.137
O -3.111 -0.837 -2.088
C 0.586 -5.093 -1.292
H 0.871 3.581 -2.483
C 0.587 -5.191 -2.747
H -3.603 0.671 0.832
H 2.600 -0.223 -0.466
H -0.277 -2.703 1.364
Si 0.262 2.870 -1.344
H -2.857 1.383 -0.565
N 0.570 -4.981 -0.149
C 0.867 3.505 0.306
Si -0.201 -0.065 -1.008
N 1.230 2.764 3.355
H -0.389 -5.524 -3.095
H 0.978 -1.796 -2.082
H 2.933 1.928 -0.581
O -1.139 -1.601 -3.562
H -3.833 -0.252 -2.342
H -2.859 -1.132 1.930
H 0.036 3.700 0.992
H 0.456 -2.374 -0.528
P -1.247 0.281 0.967
H -2.474 -1.791 0.352
H 3.468 -1.474 1.399
H 2.523 4.074 2.338
H -1.960 2.845 1.840
C -2.758 1.286 0.517
O 3.082 2.521 0.166
H 1.468 1.551 1.036
H -0.785 -2.027 2.916
H 3.083 -1.763 -1.115
C 0.936 -1.525 -1.020
H -2.371 1.550 -3.098
H 2.512 -2.906 0.998
H 3.180 2.471 2.638
H 1.400 1.885 3.829
O -1.926 0.835 -3.569
H -2.818 3.477 0.447

Here are the Löwdin charges for atoms 1 to 4, given in e: number 1, P, carries 0.391; number 2, C, carries -0.166; number 3, H, carries 0.028; number 4, H, carries 0.068

=====

Record 3
DFT (ωB97M-V/def2-TZVPD) results for an isolated molecule of C3H3NO2.

total energy = -321.34687 Eh
structure (SMILES) = CC(=O)N=C=O
orbital gap = 11.05 eV
relative energy (zero: lowest compared OMol25 entry of this formula, charge and spin) = 80.8 kJ/mol
HOMO = -10.5 eV
charge = 0
LUMO energy = 0.500 eV

Element x y z (Å)
C 0.414 0.018 -0.490
H 1.110 -0.316 1.471
N -0.749 0.657 -0.016
C 0.897 -0.949 0.590
O 0.944 0.267 -1.528
H -0.018 -1.496 0.826
O -2.580 1.966 -0.589
C -1.685 1.312 -0.486
H 1.668 -1.459 0.223

Here are the Löwdin charges for atoms 1 to 4, given in e: number 1, C, carries -0.507; number 2, H, carries 0.103; number 3, N, carries 0.186; number 4, C, carries 0.014

=====

Record 4
DFT (ωB97M-V/def2-TZVPD) results for an isolated molecule of C3H5FO2.

total energy = -367.60569 Eh
structure (SMILES) = O=C[C@H](F)CO
orbital gap = 10.98 eV
relative energy (zero: lowest compared OMol25 entry of this formula, charge and spin) = 135.4 kJ/mol
HOMO = -10.4 eV
charge = 0
LUMO energy = 0.584 eV

Element x y z (Å)
C 1.313 -0.214 0.543
H 1.982 0.555 0.655
H 0.988 -0.198 -1.211
H 1.525 -0.864 1.370
C -0.025 0.480 0.591
O -1.789 -0.597 -0.484
C -1.185 -0.375 0.548
H -1.551 -0.847 1.495
F -0.066 1.374 -0.517
O 1.412 -0.849 -0.660
H 0.040 1.204 1.394

Here are the Löwdin charges for atoms 1 to 4, given in e: number 1, C, carries -0.233; number 2, H, carries 0.098; number 3, H, carries 0.084; number 4, H, carries 0.137

=====

Record 5
DFT (ωB97M-V/def2-TZVPD) results for C4H11N3O2 as an isolated structure.

total energy = -473.46964 Eh
orbital gap = 9.57 eV
relative energy (zero: lowest compared OMol25 entry of this formula, charge and spin) = 874.6 kJ/mol
HOMO = -9.0 eV
charge = 0
LUMO energy = 0.549 eV

Element x y z (Å)
N -0.307 0.192 -1.589
H 0.574 2.315 -0.994
H -0.756 1.493 0.997
N 1.207 -0.216 -1.696
H -2.507 -1.196 1.635
H 1.440 1.781 0.828
C -1.373 -1.243 1.761
H -1.221 -2.521 2.078
C -0.947 -0.985 -0.823
H -2.077 -0.915 -1.030
H -0.943 -0.472 2.823
H 2.883 0.400 -0.570
N 1.606 1.998 -1.008
C -0.540 -0.810 0.510
O 2.110 2.341 0.405
H 0.427 -1.242 0.499
H -0.863 -1.977 -0.986
O -0.153 0.627 0.808
H -0.484 -0.287 -2.563
C 1.924 0.716 -1.087

Here are the Löwdin charges for atoms 1 to 4, given in e: number 1, N, carries -0.053; number 2, H, carries 0.157; number 3, H, carries 0.184; number 4, N, carries 0.019

=====

Record 6
DFT (ωB97M-V/def2-TZVPD) results for a 7-piece molecular cluster, C14H43O7 overall.

total energy = -1085.64682 Eh
orbital gap (spin up / spin down) = 2.27 / 9.98 eV
HOMO (spin up / spin down) = -1.9 / -9.7 eV
spin multiplicity = 2
charge = 0
LUMO energy (spin up / spin down) = 0.359 / 0.241 eV

Element x y z (Å)
H 0.567 3.337 0.447
H -2.618 -2.978 -1.859
H -0.504 -3.047 -0.490
H 2.090 1.661 3.084
H -1.111 -0.097 -4.038
O 4.948 -2.140 -1.869
H 1.137 3.282 -2.345
H 2.134 2.301 -1.417
H -4.585 2.080 0.744
C 3.109 -0.728 -1.521
H 4.565 -0.149 0.800
H 4.652 -1.833 0.702
O 0.025 0.281 -0.842
O -2.173 -1.101 -1.366
H 2.003 4.092 -1.146
C -4.214 1.056 0.687
H 5.148 -0.050 -1.707
C -1.499 -3.069 -0.046
H -1.474 -2.643 0.957
H -0.267 1.048 -5.143
C 1.468 3.158 -1.314
H 2.770 0.184 -1.029
H -3.932 -1.678 0.586
C -2.894 0.941 1.416
H 2.572 -1.508 -0.982
C 0.907 -0.746 3.506
O 1.215 -0.938 1.168
C 1.631 1.190 2.215
H 0.662 0.209 -3.782
H 1.068 -1.783 3.801
C -3.912 -2.338 -0.282
H 2.802 -0.549 2.468
H 0.246 0.050 0.063
H -4.615 -1.844 -0.953
C -2.525 -2.395 -0.942
H -4.849 0.375 1.253
H -0.821 -0.087 -1.108
H 4.849 -2.132 -2.824
O 0.416 2.903 -0.395
H 0.580 1.456 2.331
H -3.299 2.572 2.910
H -1.497 2.007 -3.527
H 1.174 -0.239 4.433
C -3.028 1.518 2.845
C 4.979 -0.938 0.173
H -3.745 0.957 3.445
O -0.692 1.577 -3.229
H -2.236 2.719 1.080
H -2.910 -0.750 -1.872
C -0.286 0.607 -4.146
H 6.062 -0.915 0.295
H -1.739 -4.101 0.209
H -0.146 -0.585 3.278
H -2.572 -0.099 1.370
H 1.531 -1.842 1.238
H -4.151 0.719 -0.348
H 2.831 -0.638 -2.571
C 1.744 -0.320 2.340
H -2.062 1.528 3.351
H -4.218 -3.352 -0.026
O -2.022 1.827 0.796
C 4.643 -0.916 -1.278
H 0.048 1.239 -0.904
H 2.022 1.656 1.311

Here are the Löwdin charges for atoms 1 to 4, given in e: number 1, H, carries 0.084; number 2, H, carries 0.127; number 3, H, carries 0.071; number 4, H, carries 0.090

=====

Record 7
DFT (ωB97M-V/def2-TZVPD) results for B3H12Sn as an isolated structure.

total energy = -295.67121 Eh
orbital gap = 6.48 eV
relative energy (zero: lowest compared OMol25 entry of this formula, charge and spin) = 439.3 kJ/mol
HOMO = -5.6 eV
charge = -1
LUMO energy = 0.846 eV

Element x y z (Å)
B -0.437 0.971 1.993
B 1.317 1.085 -1.604
H 2.131 1.467 -2.200
H 1.781 0.540 -0.796
Sn -1.748 0.640 -1.074
B -0.577 -2.180 -0.214
H 0.276 -1.622 -0.568
H -0.216 -3.126 0.160
H -0.933 -1.637 0.648
H -1.195 0.216 1.856
H 0.782 0.410 -2.254
H 0.313 0.596 2.673
H 0.012 1.189 1.036
H -1.362 -2.235 -0.952
H -0.797 1.840 2.522
H 0.652 1.846 -1.226

Here are the Löwdin charges for atoms 1 to 4, given in e: number 1, B, carries -0.450; number 2, B, carries -0.484; number 3, H, carries -0.065; number 4, H, carries -0.048